# 1
Here is a molecular structure, C11H17BMnN6 from OMol25. Energies are from ωB97M-V with the def2-TZVPD basis set.

Its molecular weight is 299.05 g mol⁻¹. As for the net charge: 0. As for the HOMO energy (spin up / spin down): -0.244 / -0.316 hartree. The calculation puts the relative energy (zero: lowest compared OMol25 entry of this formula, charge and spin) at 0.0 kJ/mol. The spin multiplicity is 6. For the orbital gap (spin up / spin down), the calculation gives 7.4021 / 9.2870 eV. The electronic energy is -52620.20570 eV.

Each line ends with the Mulliken spin population.
CARTESIAN COORDINATES (ANGSTROEM)
H (1.01, 3.23, 0.12)  -0.02
N (0.69, 1.77, -1.36)  0.04
B (0.27, 0.39, -3.38)  -0.05
N (0.65, 1.77, -2.74)  0.03
C (0.92, 3.03, -3.15)  0.04
Mn (0.61, 0.27, -0.25)  4.87
H (0.95, 3.28, -4.19)  0.00
C (1.12, 3.86, -2.03)  0.00
H (1.37, 4.91, -2.00)  0.00
C (0.94, 3.04, -0.93)  0.05
H (0.28, 0.47, -4.57)  0.00
C (-1.33, -1.86, 1.71)  0.00
H (-0.81, -2.41, 2.47)  0.00
H (-0.61, -1.58, 0.91)  0.04
H (-2.12, -2.44, 1.23)  0.00
N (-1.14, 0.02, -2.85)  0.00
N (1.29, -0.73, -2.92)  0.01
N (-1.34, -0.12, -1.47)  0.02
N (1.41, -0.96, -1.55)  0.01
C (-2.30, -0.23, -3.50)  0.01
C (2.10, -1.61, -3.57)  0.03
H (-2.34, -0.18, -4.59)  0.00
H (2.16, -1.63, -4.64)  0.00
C (-3.31, -0.53, -2.56)  0.00
C (2.75, -2.43, -2.62)  0.01
C (-2.64, -0.47, -1.32)  0.00
C (2.28, -2.01, -1.38)  -0.01
H (-4.35, -0.77, -2.74)  0.00
H (3.48, -3.21, -2.79)  0.00
H (-3.06, -0.66, -0.34)  0.00
H (2.49, -2.34, -0.39)  0.00
H (-1.87, -0.96, 2.05)  0.00
C (1.66, 0.62, 1.24)  -0.15
H (2.72, 0.66, 0.97)  0.03
H (1.45, -0.17, 1.95)  0.02
H (1.28, 1.58, 1.57)  0.01

---

# 2
Here is 6 unconnected molecules or ions with the total composition C2H15NO5 from OMol25. Energies are from ωB97M-V with the def2-TZVPD basis set.

Its molecular weight is 133.14 g mol⁻¹. As for the net charge: 0. As for the SMILES: C=NC.O.O.O.O.O. As for the HOMO energy: -0.367 hartree. The calculation puts the relative energy (zero: lowest compared OMol25 entry of this formula, charge and spin) at 238.4 kJ/mol. For the orbital gap, the calculation gives 10.0592 eV. The electronic energy is -14042.95986 eV.

Each line ends with the Mulliken charge.
CARTESIAN COORDINATES (ANGSTROEM)
C (-1.98, -0.93, -2.32)  -0.87
C (-1.92, -2.28, -0.46)  -0.36
N (-1.54, -1.18, -0.99)  -0.22
H (-1.18, -1.41, -3.05)  0.29
H (-1.95, 0.12, -2.68)  0.26
H (-2.89, -1.36, -2.73)  0.36
H (-1.65, -2.36, 0.55)  0.30
H (-2.52, -2.96, -1.09)  0.25
H (1.48, -1.51, 2.22)  0.44
H (1.87, -2.72, 1.60)  0.28
O (1.90, -2.39, 2.51)  -0.69
H (-0.79, 3.05, -0.72)  0.29
H (0.48, 3.86, -0.75)  0.28
O (0.14, 2.98, -0.54)  -0.57
H (0.06, -0.05, 0.96)  0.36
H (1.30, 0.47, 1.10)  0.32
O (0.80, -0.24, 1.54)  -0.72
H (1.15, 1.39, -1.42)  0.30
H (2.58, 1.00, -0.86)  0.24
O (1.66, 1.07, -0.67)  -0.55
H (0.82, 2.15, 1.87)  0.33
H (0.85, 1.29, 3.21)  0.35
O (1.30, 2.02, 2.71)  -0.67

---

# 3
Here is a gas-phase ion, C5H13N2 (charge +1) from OMol25. Energies are from ωB97M-V with the def2-TZVPD basis set.

Its molecular weight is 101.17 g mol⁻¹. As for the net charge: +1. As for the SMILES: C[C@H]([NH3+])C1(N)CC1. As for the HOMO energy: -0.516 hartree. The calculation puts the relative energy (zero: lowest compared OMol25 entry of this formula, charge and spin) at 298.5 kJ/mol. For the orbital gap, the calculation gives 11.0857 eV. The electronic energy is -8367.71628 eV.

Each line ends with the Mulliken charge.
CARTESIAN COORDINATES (ANGSTROEM)
C (-1.90, 0.82, -0.10)  -0.77
C (-1.79, -0.37, 0.87)  -0.65
C (-0.61, -0.19, -0.01)  0.51
C (1.46, 1.29, -0.52)  -1.41
C (0.73, 0.39, 0.51)  -0.18
N (-0.20, -1.16, -0.97)  -0.55
N (1.55, -0.97, 0.62)  -0.35
H (-2.63, 0.76, -0.91)  0.26
H (-2.08, 1.79, 0.28)  0.32
H (-1.69, -0.32, 1.92)  0.28
H (-2.50, -1.13, 0.57)  0.26
H (0.91, 2.23, -0.62)  0.39
H (1.53, 0.86, -1.49)  0.39
H (2.48, 1.60, -0.15)  0.40
H (0.65, 1.01, 1.37)  0.40
H (-0.25, -0.89, -1.93)  0.27
H (-0.94, -1.99, -1.09)  0.32
H (1.69, -1.56, 1.47)  0.30
H (2.56, -0.79, 0.37)  0.37
H (1.02, -1.39, -0.20)  0.47

---

# 4
Here is a molecular structure, C36H26BrN7O2PReS from OMol25. Energies are from ωB97M-V with the def2-TZVPD basis set.

Its molecular weight is 917.80 g mol⁻¹. As for the net charge: +1. As for the HOMO energy (spin up / spin down): -0.293 / -0.407 hartree. The calculation puts the relative energy (zero: lowest compared OMol25 entry of this formula, charge and spin) at 0.0 kJ/mol. The spin multiplicity is 4. For the orbital gap (spin up / spin down), the calculation gives 4.4896 / 5.9069 eV. The electronic energy is -144565.27326 eV.

Each line ends with the Mulliken spin population.
CARTESIAN COORDINATES (ANGSTROEM)
Re (0.00, 0.00, 0.00)  1.65
O (3.21, -0.09, 2.66)  0.04
C (2.62, -0.27, 1.54)  0.00
O (1.39, 0.00, 1.34)  0.05
C (3.48, -0.88, 0.41)  0.02
C (4.67, -1.53, 0.81)  0.00
C (5.57, -2.07, -0.11)  0.00
C (5.30, -1.97, -1.47)  0.00
C (4.13, -1.33, -1.89)  0.00
C (3.19, -0.80, -0.98)  0.02
P (1.70, 0.00, -1.61)  -0.14
C (1.17, -0.67, -3.20)  0.06
C (1.31, -2.02, -3.53)  0.00
C (0.79, -2.54, -4.73)  0.04
C (0.09, -1.71, -5.60)  -0.03
C (-0.09, -0.37, -5.28)  0.02
C (0.44, 0.14, -4.09)  -0.02
C (2.29, 1.69, -1.92)  -0.02
C (3.01, 2.07, -3.06)  0.00
C (3.41, 3.40, -3.24)  0.00
C (3.10, 4.36, -2.27)  0.01
C (2.41, 3.99, -1.12)  0.01
C (2.01, 2.66, -0.95)  0.01
H (4.90, -1.60, 1.87)  0.00
H (6.47, -2.56, 0.24)  0.00
H (6.00, -2.37, -2.19)  0.00
H (3.97, -1.24, -2.96)  0.00
H (1.80, -2.71, -2.84)  0.00
H (0.90, -3.59, -4.95)  0.02
H (-0.33, -2.11, -6.52)  0.00
H (-0.66, 0.28, -5.94)  0.00
H (0.24, 1.18, -3.85)  0.01
H (3.27, 1.34, -3.82)  0.00
H (3.96, 3.69, -4.13)  0.00
H (3.41, 5.39, -2.40)  0.00
H (2.18, 4.72, -0.35)  0.00
H (1.48, 2.38, -0.04)  0.05
N (-1.87, 1.65, -3.24)  0.06
C (-1.59, 2.90, -2.75)  0.00
C (-1.87, 4.18, -3.23)  0.00
C (-1.42, 5.25, -2.45)  0.03
C (-0.72, 5.04, -1.25)  0.01
C (-0.46, 3.75, -0.80)  0.06
C (-0.90, 2.66, -1.56)  0.00
N (-0.77, 1.31, -1.33)  0.05
C (-1.36, 0.74, -2.35)  0.21
C (-1.39, -0.71, -2.40)  0.01
C (-1.94, -1.53, -3.35)  0.39
S (-1.67, -3.17, -2.89)  0.12
C (-0.85, -2.61, -1.48)  0.00
N (-0.77, -1.31, -1.33)  -0.07
H (-2.36, 1.44, -4.09)  0.00
H (-2.40, 4.35, -4.16)  0.00
H (-1.61, 6.27, -2.78)  0.00
H (-0.39, 5.90, -0.67)  0.00
H (0.08, 3.57, 0.13)  0.00
H (-2.46, -1.29, -4.26)  0.00
H (-0.44, -3.30, -0.76)  -0.01
N (-0.75, 1.30, 1.30)  0.01
C (-1.44, 2.11, 1.78)  0.06
N (-2.32, 3.13, 2.33)  0.07
C (-1.89, 3.48, 3.67)  -0.01
N (-1.58, 3.79, 4.74)  0.01
Br (1.44, -2.92, 0.70)  0.02
C (-0.18, -2.51, 1.60)  0.03
C (-0.69, -3.42, 2.51)  -0.01
C (-1.88, -3.10, 3.16)  0.01
C (-2.50, -1.89, 2.89)  0.01
C (-1.91, -1.04, 1.97)  0.00
N (-0.76, -1.32, 1.32)  0.08
H (-0.19, -4.36, 2.71)  0.00
H (-2.31, -3.79, 3.88)  0.00
H (-3.43, -1.61, 3.39)  0.00
H (-2.36, -0.08, 1.73)  0.01
H (-1.72, 0.00, 0.00)  0.05

---

# 5
Here is 4 unconnected molecules or ions with the total composition C4H15NO3 from OMol25. Energies are from ωB97M-V with the def2-TZVPD basis set.

Its molecular weight is 125.17 g mol⁻¹. As for the net charge: +1. As for the HOMO energy (spin up / spin down): -0.510 / -0.510 hartree. The calculation puts the relative energy (zero: lowest compared OMol25 entry of this formula, charge and spin) at 230.2 kJ/mol. The spin multiplicity is 2. For the orbital gap (spin up / spin down), the calculation gives 10.2852 / 5.0604 eV. The electronic energy is -12013.44861 eV.

Each line ends with the Mulliken spin population.
CARTESIAN COORDINATES (ANGSTROEM)
N (1.01, 0.56, -0.53)  0.74
C (-0.35, 0.18, -0.79)  -0.01
C (-1.27, 0.48, 0.45)  0.04
C (-0.24, 1.24, 1.31)  0.10
C (1.22, 0.84, 0.87)  0.02
H (1.24, 1.42, -1.07)  -0.01
H (-0.78, 0.78, -1.62)  0.01
H (-0.47, -0.90, -1.02)  0.04
H (-2.16, 0.97, 0.25)  0.00
H (-1.51, -0.49, 1.03)  0.00
H (-0.38, 2.25, 0.92)  0.00
H (-0.27, 1.14, 2.36)  0.00
H (2.05, 1.58, 1.16)  0.00
H (1.52, 0.01, 1.50)  0.04
H (2.52, -3.17, -5.11)  0.00
H (1.79, -3.17, -3.66)  0.00
O (2.45, -2.78, -4.24)  0.00
H (-4.60, 1.78, 3.61)  0.00
H (-4.20, 2.49, 4.72)  0.00
O (-4.78, 2.67, 3.96)  0.00
H (2.10, -2.38, -1.67)  0.00
H (1.68, -1.66, -0.58)  0.01
O (2.10, -2.52, -0.73)  0.01

---

- What is the formula in the fifth record?
  C4H15NO3

---

- The highest electronic energy belongs to which entry?
  C5H13N2

---

- The highest electronic energy belongs to which entry?
  C5H13N2